No. 1
Below is a 13-piece molecular cluster, C52H73F5O20S2 overall at a distorted geometry, with properties calculated with wB97M-V/def2-TZVPD.

Values from the calculation:
- highest occupied orbital energy (spin up / spin down) (Eh) = -0.37681 / -0.37681
- net charge = +1
- 2S+1 = 2

Positions of all 152 atoms, in Å:
F: -3.35 2.92 -4.33
C: -3.65 1.92 -5.12
C: -3.24 0.65 -4.65
C: -3.48 -0.47 -5.32
C: -4.22 -0.40 -6.53
C: -4.55 0.84 -7.08
C: -4.40 1.95 -6.35
H: -2.56 0.63 -3.80
H: -3.10 -1.42 -4.97
H: -4.37 -1.34 -7.05
H: -5.20 0.86 -7.95
H: -4.78 2.90 -6.71
F: -3.46 3.05 9.07
C: -3.78 2.95 7.72
C: -5.17 2.81 7.37
C: -5.39 2.78 6.03
C: -4.35 2.89 5.09
C: -3.06 2.95 5.54
C: -2.76 2.93 6.87
H: -5.90 2.69 8.16
H: -6.39 2.86 5.64
H: -4.54 3.00 4.03
H: -2.35 2.84 4.74
H: -1.76 3.02 7.28
F: -0.27 -1.17 -4.20
C: 0.10 -1.02 -5.43
C: 0.80 0.08 -5.96
C: 1.32 0.06 -7.20
C: 1.05 -0.95 -8.11
C: 0.30 -2.05 -7.64
C: -0.20 -2.04 -6.32
H: 1.00 0.92 -5.32
H: 1.80 0.93 -7.64
H: 1.41 -0.84 -9.13
H: 0.07 -2.87 -8.30
H: -0.81 -2.83 -5.91
F: -1.74 1.33 2.73
C: -1.09 0.88 1.57
C: -1.82 0.67 0.41
C: -1.32 0.24 -0.80
C: 0.10 0.06 -0.76
C: 0.89 0.21 0.37
C: 0.32 0.76 1.53
H: -2.85 0.99 0.31
H: -1.92 0.11 -1.69
H: 0.70 -0.20 -1.62
H: 1.96 0.11 0.28
H: 1.04 0.89 2.33
F: 7.21 2.08 -1.49
C: 6.42 1.80 -0.47
C: 5.47 2.74 -0.13
C: 4.62 2.51 0.89
C: 4.72 1.30 1.65
C: 5.81 0.44 1.35
C: 6.62 0.66 0.24
H: 5.32 3.57 -0.81
H: 3.77 3.16 1.08
H: 4.00 0.89 2.35
H: 5.96 -0.48 1.90
H: 7.50 0.06 0.02
C: -2.04 -1.13 4.95
S: -0.34 -1.17 5.69
O: -0.32 0.02 6.62
C: -0.60 -2.63 6.78
H: -2.74 -1.32 5.76
H: -2.12 -1.91 4.19
H: -2.29 -0.17 4.52
H: -1.46 -2.61 7.46
H: 0.29 -2.89 7.35
H: -0.76 -3.48 6.13
C: -3.69 4.28 0.33
S: -5.44 3.86 -0.11
O: -5.43 2.35 -0.30
C: -6.07 4.21 1.63
H: -3.15 3.65 1.03
H: -3.70 5.29 0.74
H: -3.14 4.24 -0.61
H: -5.73 5.20 1.96
H: -5.65 3.58 2.41
H: -7.15 4.13 1.66
C: 1.51 2.62 -2.60
O: 2.26 3.80 -2.70
C: 3.24 3.90 -3.70
O: 3.98 4.87 -3.78
O: 3.16 2.99 -4.71
C: 3.62 3.23 -5.97
H: 0.97 2.33 -3.51
H: 0.83 2.73 -1.75
H: 2.15 1.79 -2.32
H: 3.47 2.39 -6.64
H: 4.71 3.35 -5.99
H: 3.18 4.10 -6.43
C: 0.66 3.45 5.07
O: 1.89 4.10 5.24
C: 3.01 3.35 4.91
O: 3.01 2.19 4.54
O: 4.09 4.23 4.78
C: 5.43 3.70 4.51
H: -0.16 4.18 5.05
H: 0.40 2.61 5.72
H: 0.60 3.01 4.08
H: 6.13 4.25 5.13
H: 5.74 3.53 3.48
H: 5.38 2.70 4.95
C: 3.49 -2.43 -0.59
O: 4.51 -2.03 -1.51
C: 4.38 -0.77 -2.12
O: 3.61 0.14 -1.89
O: 5.21 -0.68 -3.16
C: 5.29 0.50 -4.01
H: 2.49 -1.99 -0.66
H: 3.90 -2.35 0.42
H: 3.35 -3.49 -0.79
H: 4.45 0.52 -4.70
H: 6.19 0.44 -4.62
H: 5.31 1.41 -3.41
C: -4.49 -1.57 -0.76
O: -4.63 -2.82 -0.16
C: -4.18 -3.08 1.03
O: -3.65 -2.32 1.89
O: -4.51 -4.41 1.26
C: -4.27 -5.03 2.48
H: -4.71 -1.63 -1.82
H: -3.45 -1.26 -0.64
H: -5.11 -0.80 -0.31
H: -4.49 -6.07 2.28
H: -4.93 -4.63 3.25
H: -3.20 -4.94 2.71
C: -1.35 -3.37 -0.61
O: -0.92 -3.68 -1.93
C: 0.34 -4.31 -2.04
O: 1.09 -4.72 -1.17
O: 0.60 -4.17 -3.30
C: 1.61 -4.96 -3.85
H: -0.60 -3.10 0.13
H: -1.86 -4.20 -0.11
H: -1.92 -2.44 -0.68
H: 2.55 -5.09 -3.30
H: 1.83 -4.88 -4.91
H: 1.27 -5.99 -3.72
C: 1.99 -7.28 2.43
O: 2.27 -5.93 2.39
C: 1.22 -5.04 2.24
O: 0.05 -5.31 1.96
O: 1.74 -3.73 2.25
C: 0.99 -2.52 2.28
H: 2.81 -7.87 2.84
H: 1.71 -7.69 1.46
H: 1.33 -7.60 3.23
H: -0.02 -2.52 2.67
H: 0.97 -2.13 1.26
H: 1.55 -1.93 3.01

---

No. 2
Below is C52H73InN5O2S as an isolated structure at a distorted geometry, with properties calculated with wB97M-V/def2-TZVPD.

Values from the calculation:
- highest occupied orbital energy (Eh) = -0.14070
- energy above the lowest of the compared OMol25 structures with the same formula, charge and spin (kcal per mole) = 0.0
- net charge = -1

Positions of all 134 atoms, in Å:
In: -0.11 -0.13 -0.33
C: 0.88 -3.87 5.17
C: 1.89 -3.12 4.29
C: 1.29 -1.95 3.57
C: 1.39 -0.63 3.89
C: 2.13 0.00 5.02
C: 1.29 0.12 6.30
C: 0.62 0.08 2.89
C: 0.37 1.45 2.90
C: -0.46 2.12 2.02
C: -0.85 3.51 2.16
C: -0.36 4.45 3.21
C: -1.26 4.48 4.45
C: -1.73 3.76 1.15
C: -1.84 2.52 0.39
C: -2.62 2.37 -0.75
C: -2.76 1.23 -1.52
N: -2.15 0.03 -1.27
C: -2.67 -0.85 -2.17
C: -2.47 -2.22 -2.16
C: -1.75 -2.93 -1.19
N: -1.16 -2.36 -0.13
C: -0.54 -3.37 0.55
C: 0.18 -3.21 1.71
C: 0.48 -2.02 2.37
N: 0.10 -0.78 1.98
C: -0.76 -4.64 -0.13
C: -1.52 -4.37 -1.21
C: -2.05 -5.31 -2.26
C: -3.51 -5.69 -2.03
C: -0.22 -5.96 0.33
C: -1.07 -6.61 1.42
C: -3.58 -0.17 -3.08
C: -3.64 1.12 -2.67
C: -4.39 2.25 -3.30
C: -3.51 3.05 -4.26
C: -4.30 -0.81 -4.22
C: -5.64 -1.44 -3.80
N: -1.09 1.55 0.95
C: -2.42 5.04 0.82
C: -3.88 5.07 1.29
H: 1.33 -4.74 5.64
H: 0.03 -4.20 4.57
H: 0.49 -3.21 5.95
H: 2.31 -3.82 3.56
H: 2.72 -2.78 4.90
H: 2.48 0.99 4.73
H: 3.03 -0.58 5.24
H: 0.39 0.70 6.11
H: 1.85 0.60 7.10
H: 0.98 -0.87 6.65
H: 0.81 2.03 3.71
H: -0.29 5.46 2.78
H: 0.65 4.17 3.50
H: -2.25 4.84 4.19
H: -0.85 5.14 5.22
H: -1.36 3.48 4.87
H: -3.19 3.24 -1.07
H: -2.95 -2.80 -2.94
H: 0.60 -4.12 2.14
H: -1.43 -6.21 -2.27
H: -1.95 -4.85 -3.24
H: -3.62 -6.23 -1.08
H: -3.89 -6.33 -2.83
H: -4.14 -4.80 -1.97
H: 0.80 -5.82 0.69
H: -0.15 -6.63 -0.53
H: -1.17 -5.95 2.28
H: -0.63 -7.55 1.76
H: -2.08 -6.82 1.05
H: -4.77 2.92 -2.52
H: -5.26 1.86 -3.83
H: -2.63 3.44 -3.74
H: -4.06 3.89 -4.70
H: -3.15 2.41 -5.07
H: -3.67 -1.57 -4.68
H: -4.48 -0.06 -5.00
H: -5.48 -2.19 -3.03
H: -6.14 -1.91 -4.64
H: -6.30 -0.68 -3.38
H: -2.39 5.20 -0.26
H: -1.88 5.87 1.27
H: -4.45 4.26 0.84
H: -4.36 6.02 1.03
H: -3.94 4.95 2.37
C: -0.29 -0.89 -4.60
N: 0.61 -0.82 -3.46
C: 1.81 -0.08 -3.81
C: 0.97 -2.16 -3.03
C: 1.89 -2.18 -1.83
C: 2.96 -3.07 -1.88
C: 3.85 -3.20 -0.83
C: 3.67 -2.39 0.29
C: 2.61 -1.50 0.33
C: 1.68 -1.37 -0.71
H: 0.22 -1.31 -5.49
H: -0.65 0.11 -4.85
H: -1.15 -1.52 -4.36
H: 2.45 -0.67 -4.49
H: 2.38 0.19 -2.92
H: 1.53 0.84 -4.32
H: 1.45 -2.71 -3.86
H: 0.04 -2.70 -2.79
H: 3.11 -3.67 -2.78
H: 4.67 -3.90 -0.88
H: 4.36 -2.46 1.13
H: 2.52 -0.87 1.21
C: 1.30 5.01 -0.39
C: 2.75 4.77 0.00
C: 3.31 3.54 -0.72
S: 3.13 1.97 0.13
O: 3.87 1.03 -0.80
C: 4.28 2.30 1.52
C: 5.42 1.29 1.60
C: 6.55 1.56 0.61
H: 0.88 5.88 0.12
H: 0.68 4.14 -0.14
H: 1.21 5.16 -1.47
H: 2.83 4.65 1.08
H: 3.35 5.64 -0.27
H: 4.39 3.60 -0.90
H: 2.81 3.38 -1.67
H: 3.65 2.23 2.41
H: 4.68 3.32 1.47
H: 5.02 0.29 1.42
H: 5.82 1.30 2.62
H: 6.19 1.43 -0.41
H: 7.38 0.88 0.77
H: 6.92 2.58 0.72
C: 0.19 2.37 -2.30
O: 0.73 1.69 -1.23
H: -0.48 1.76 -2.93
H: 0.98 2.75 -2.98
H: -0.40 3.26 -2.00

---

No. 3
Below is C52H77AsBN7OPSSn as an isolated structure, with properties calculated with wB97M-V/def2-TZVPD.

Values from the calculation:
- highest occupied orbital energy (spin up / spin down) (Eh) = -0.02471 / -0.04110
- energy above the lowest of the compared OMol25 structures with the same formula, charge and spin (kcal per mole) = 65.6
- net charge = -2
- 2S+1 = 2

Positions of all 142 atoms, in Å:
Sn: 0.12 -1.15 0.40
C: 4.68 -4.33 3.04
C: 3.30 -4.14 2.80
N: 3.06 -2.94 2.28
N: 4.26 -2.34 2.18
C: 5.25 -3.15 2.62
B: 4.50 -0.94 1.58
N: 3.66 0.15 2.29
C: 4.14 1.20 2.99
C: 3.06 1.91 3.48
C: 1.94 1.20 3.00
N: 2.32 0.14 2.29
N: 4.25 -0.92 0.04
C: 5.19 -0.56 -0.86
C: 4.64 -0.68 -2.13
C: 3.32 -1.11 -1.87
N: 3.09 -1.23 -0.58
H: 5.17 -5.20 3.45
H: 2.48 -4.82 2.96
H: 6.28 -2.83 2.61
H: 5.67 -0.68 1.75
H: 5.20 1.36 3.10
H: 3.07 2.80 4.08
H: 0.88 1.38 3.14
H: 6.18 -0.28 -0.55
H: 5.11 -0.50 -3.08
H: 2.53 -1.34 -2.57
S: -2.95 0.18 -1.49
C: -1.96 -0.71 -0.62
C: -3.16 -4.96 -1.40
N: -2.86 -4.35 -2.69
C: -4.05 -3.72 -3.23
C: -1.79 -3.36 -2.54
C: -0.45 -3.93 -2.12
C: -0.03 -5.11 -2.74
C: 1.15 -5.73 -2.37
C: 1.92 -5.15 -1.36
C: 1.50 -3.96 -0.78
C: 0.31 -3.29 -1.12
H: -3.92 -5.74 -1.53
H: -3.55 -4.22 -0.67
H: -2.26 -5.41 -0.99
H: -4.85 -4.46 -3.32
H: -3.83 -3.32 -4.22
H: -4.42 -2.89 -2.60
H: -2.08 -2.61 -1.80
H: -1.71 -2.83 -3.50
H: -0.66 -5.56 -3.51
H: 1.47 -6.65 -2.85
H: 2.84 -5.62 -1.04
H: 2.14 -3.52 -0.02
O: 0.79 0.83 -1.01
P: 0.89 2.05 -1.88
C: 0.16 3.44 -0.93
C: 0.20 4.90 -1.42
C: -1.02 5.33 -2.23
C: -2.31 5.04 -1.47
C: -2.42 3.55 -1.20
C: -1.23 3.05 -0.38
C: -0.08 1.71 -3.40
C: 0.00 2.64 -4.62
C: 1.08 2.26 -5.63
C: 1.03 0.78 -6.01
C: 1.14 -0.08 -4.75
C: -0.01 0.23 -3.80
C: 2.70 2.36 -2.11
C: 3.22 3.46 -3.06
C: 4.63 3.90 -2.64
C: 4.58 4.62 -1.29
C: 3.63 3.92 -0.30
C: 3.34 2.47 -0.70
H: 0.84 3.36 -0.07
H: 1.12 5.10 -1.98
H: 0.24 5.54 -0.53
H: -1.06 4.78 -3.18
H: -0.93 6.39 -2.48
H: -3.18 5.41 -2.03
H: -2.29 5.58 -0.51
H: -2.47 3.02 -2.16
H: -3.34 3.30 -0.67
H: -1.29 1.97 -0.23
H: -1.32 3.48 0.62
H: -1.07 1.83 -2.94
H: 0.15 3.68 -4.32
H: -0.97 2.60 -5.13
H: 2.07 2.46 -5.21
H: 0.99 2.89 -6.52
H: 1.83 0.54 -6.72
H: 0.07 0.56 -6.51
H: 2.10 0.12 -4.26
H: 1.13 -1.14 -5.01
H: 0.04 -0.39 -2.90
H: -0.95 -0.02 -4.30
H: 2.99 1.39 -2.51
H: 2.58 4.34 -3.08
H: 3.27 3.09 -4.08
H: 5.07 4.55 -3.40
H: 5.26 3.01 -2.57
H: 4.25 5.65 -1.45
H: 5.59 4.68 -0.87
H: 2.69 4.48 -0.23
H: 4.05 3.91 0.70
H: 2.71 1.98 0.04
H: 4.27 1.90 -0.70
C: -2.62 -4.92 3.34
As: -1.77 -3.40 2.42
C: -1.21 -2.45 4.05
C: -3.38 -2.31 2.01
C: -4.51 -2.42 2.98
C: -5.54 -3.35 2.81
C: -6.58 -3.44 3.72
C: -6.62 -2.61 4.83
C: -5.60 -1.68 5.01
C: -4.56 -1.58 4.10
H: -3.34 -4.59 4.09
H: -1.84 -5.51 3.82
H: -3.13 -5.56 2.61
H: -2.00 -2.45 4.80
H: -0.97 -1.42 3.77
H: -0.31 -2.91 4.45
H: -3.68 -2.58 1.00
H: -3.00 -1.29 1.97
H: -5.51 -4.01 1.95
H: -7.36 -4.17 3.57
H: -7.43 -2.67 5.54
H: -5.62 -1.01 5.87
H: -3.78 -0.84 4.22
C: -2.20 1.66 5.32
C: -2.23 2.30 3.92
C: -1.37 3.57 3.97
C: -3.68 2.68 3.57
C: -1.70 1.35 2.92
C: -1.23 0.53 2.13
H: -2.51 2.38 6.09
H: -1.19 1.31 5.55
H: -2.87 0.80 5.36
H: -1.80 4.30 4.67
H: -1.32 4.04 2.98
H: -0.35 3.34 4.28
H: -4.07 3.40 4.29
H: -4.31 1.79 3.58
H: -3.72 3.11 2.57